Record 1
Here is a gas-phase ion, C3H4NO2S (charge -1) from the OMol25 dataset. Energies are from the ωB97M-V functional and the def2-TZVPD basis.

Lowest unoccupied orbital energy ... 0.138 hartree
Charge ... -1
SMILES string ... CS/C([O-])=N\C=O
Calculated total energy ... -720.186968 hartree
Kohn-Sham gap ... 8.107 eV
F_max ... 5.124 eV/Å
Energy relative to the best compared isomer or geometry (same formula, charge and spin) ... 0.0000 eV

XYZ file:
```
11
C3H4NO2S, DFT the ωB97M-V functional and the def2-TZVPD basis
C 0.9143 -0.0267 0.9600
S -0.2766 -1.1062 0.1484
C -0.6824 0.0790 -1.3410
O -0.3681 1.2301 -1.2001
N -1.2306 -0.4646 -2.4302
C -1.7627 -1.6338 -2.3007
O -1.9718 -2.2646 -1.2635
H 1.7447 -0.5599 1.2045
H 0.5322 0.3885 1.8010
H 1.1156 0.7529 0.1084
H -2.2733 -2.0043 -3.2258
```

***

Record 2
Here is a single C5H10O molecule from the OMol25 dataset. Energies are from the ωB97M-V functional and the def2-TZVPD basis.

Lowest unoccupied orbital energy (alpha / beta) ... 0.034 / 0.025 hartree
Charge ... 0
Calculated total energy ... -271.605209 hartree
Kohn-Sham gap (alpha / beta) ... 8.471 / 7.296 eV
F_max ... 1.273 eV/Å
Energy relative to the best compared isomer or geometry (same formula, charge and spin) ... 4.0112 eV

XYZ file:
```
16
C5H10O, DFT the ωB97M-V functional and the def2-TZVPD basis
O -2.2611 -0.0168 -0.2690
C -1.1656 -0.4343 -0.9236
C -0.3055 -1.4622 -0.4035
C 1.0098 -0.8449 0.0057
C 1.2999 0.6177 0.1932
C 0.1987 1.4331 0.8870
H -2.4683 -0.6586 0.4286
H -0.8894 0.2239 -1.7368
H -0.8184 -2.1463 0.2960
H -0.0082 -2.0515 -1.2830
H 1.8680 -1.3726 -0.4208
H -0.4789 0.7708 1.4341
H 2.2388 0.6755 0.7662
H 1.5531 1.1159 -0.7628
H 0.6297 2.1334 1.6073
H -0.4028 2.0169 0.1815
```

***

Record 3
Here is a molecular structure, C35H36Cl3N9O3RhS from the OMol25 dataset. Energies are from the ωB97M-V functional and the def2-TZVPD basis.

Lowest unoccupied orbital energy ... -0.111 hartree
Charge ... +1
Calculated total energy ... -3963.148502 hartree
Kohn-Sham gap ... 7.184 eV
F_max ... 0.711 eV/Å
Energy relative to the best compared isomer or geometry (same formula, charge and spin) ... 0.4035 eV

XYZ file:
```
88
C35H36Cl3N9O3RhS, DFT the ωB97M-V functional and the def2-TZVPD basis
Rh -0.5357 0.9887 0.2875
Cl 5.9729 -0.6674 1.1677
C 4.2758 -0.4848 1.4312
C 3.4671 -0.1803 0.3378
C 2.1076 0.0115 0.5284
N 1.1832 0.3827 -0.4614
C 1.4713 0.7644 -1.7174
O 2.5507 0.7099 -2.2935
C 0.2745 1.3793 -2.4184
C 0.3499 1.6897 -3.7645
C -0.7611 2.2308 -4.3908
C -1.9137 2.4458 -3.6502
C -1.9100 2.1245 -2.3049
N -0.8408 1.6080 -1.7004
C 1.5547 -0.1261 1.8246
C 2.3585 -0.4726 2.8922
C 3.7280 -0.6363 2.6968
Cl 4.7142 -1.0263 4.0579
N 0.1584 0.0354 1.8780
C -0.6543 -0.9035 2.4265
O -0.4896 -1.5292 3.4540
C -1.7704 -1.2706 1.4620
C -2.7822 -2.1471 1.7978
C -3.6756 -2.5448 0.8146
C -3.4996 -2.0799 -0.4803
C -2.4669 -1.1965 -0.7414
N -1.6302 -0.7925 0.2135
H 3.8982 -0.1037 -0.6481
H 1.2755 1.4851 -4.2839
H -0.7296 2.4806 -5.4427
H -2.8036 2.8644 -4.0976
H -2.7763 2.3051 -1.6819
H 1.9303 -0.6099 3.8745
H -2.8370 -2.5106 2.8151
H -4.4887 -3.2164 1.0546
H -4.1535 -2.3898 -1.2830
H -2.2929 -0.8014 -1.7345
N 2.7765 2.8267 1.9678
C 2.1142 2.9936 0.8390
N 2.7760 3.1343 -0.2965
S 0.3732 3.1298 0.8729
H 3.7829 2.7621 2.0049
H 2.2548 2.6568 2.8104
H 3.7577 2.9122 -0.3762
H 2.2573 3.2380 -1.1521
C -1.8063 1.2282 5.6817
C -3.1359 1.6036 6.3391
C -2.9642 2.9788 7.0014
C -3.3995 0.5713 7.4448
C -4.3377 1.6218 5.3292
O -5.4886 2.1703 5.9736
C -4.6614 0.2308 4.7477
C -5.7411 -0.5941 5.4641
C -5.8320 -1.9433 4.7953
C -4.8883 -2.9282 5.0807
C -4.9004 -4.1489 4.4252
C -5.8673 -4.3836 3.4581
Cl -5.8610 -5.8912 2.5950
C -6.8237 -3.4275 3.1617
C -6.8003 -2.2141 3.8362
C -4.1516 2.6706 4.1950
N -3.5813 2.2055 2.9296
C -2.3280 2.1848 2.4905
N -2.2963 1.6672 1.2710
C -3.6022 1.4019 0.9960
N -4.4065 1.7171 1.9734
H -1.0537 1.0775 6.4579
H -1.4265 2.0289 5.0471
H -1.8392 0.3060 5.1017
H -2.3020 2.8866 7.8631
H -3.9119 3.3889 7.3453
H -2.5012 3.7046 6.3299
H -2.5819 0.6034 8.1653
H -3.4441 -0.4447 7.0526
H -4.3162 0.7677 8.0070
H -5.6749 1.6635 6.7713
H -3.7431 -0.3607 4.6931
H -5.0055 0.3297 3.7184
H -6.6973 -0.0747 5.3922
H -5.5276 -0.7324 6.5247
H -4.1361 -2.7458 5.8413
H -4.1745 -4.9159 4.6603
H -7.5795 -3.6338 2.4162
H -7.5506 -1.4667 3.6070
H -3.5609 3.5119 4.5482
H -5.1396 3.0356 3.9275
H -1.4704 2.5263 3.0406
H -3.9514 0.9554 0.0799
```